ORCA calculation (wB97M-V/def2-TZVPD) on C24H17F12N4O2PbSbSe4 as an isolated structure in a non-equilibrium geometry.

Cartesian coordinates (Å):
1 Pb -0.265 0.446 -0.863
2 C 2.335 -6.168 1.015
3 C 2.108 -4.700 0.798
4 C 3.085 -3.892 0.223
5 C 2.839 -2.558 0.001
6 C 1.623 -1.937 0.354
7 N 1.501 -0.576 0.095
8 C 2.620 0.202 0.385
9 C 3.202 0.046 1.666
10 C 4.236 0.831 2.115
11 C 4.767 1.833 1.302
12 C 5.868 2.733 1.785
13 C 4.233 1.972 0.036
14 C 3.184 1.189 -0.455
15 C 2.738 1.367 -1.917
16 O 1.502 0.926 -2.212
17 C 3.752 0.602 -2.815
18 F 5.054 0.910 -2.571
19 F 3.639 -0.722 -2.637
20 F 3.555 0.836 -4.130
21 C 2.767 2.877 -2.334
22 F 2.183 3.639 -1.390
23 F 2.094 3.090 -3.473
24 F 4.004 3.415 -2.548
25 C 0.623 -2.753 0.928
26 C 0.904 -4.104 1.131
27 C -0.714 -2.148 1.381
28 O -1.236 -1.220 0.544
29 C -1.813 -3.252 1.535
30 F -1.893 -4.012 0.421
31 F -1.627 -4.120 2.575
32 F -3.027 -2.734 1.728
33 C -0.497 -1.521 2.791
34 F -1.647 -1.159 3.387
35 F 0.137 -2.360 3.655
36 F 0.260 -0.414 2.723
37 H 3.375 -6.374 1.277
38 H 2.103 -6.751 0.119
39 H 1.707 -6.551 1.822
40 H 4.042 -4.314 -0.066
41 H 3.599 -1.945 -0.464
42 H 2.773 -0.706 2.314
43 H 4.624 0.681 3.117
44 H 6.408 2.277 2.617
45 H 5.485 3.696 2.133
46 H 6.590 2.939 0.992
47 H 4.670 2.718 -0.612
48 H 0.157 -4.732 1.591
49 Se -7.612 0.707 -1.499
50 Sb -5.408 1.287 -0.921
51 Se -4.652 3.510 -0.884
52 Se -5.012 0.360 1.959
53 Se -3.756 -0.223 0.049
54 N -2.877 2.866 3.357
55 C -1.604 2.804 2.886
56 C -1.360 2.260 1.598
57 N -0.142 2.173 1.115
58 C 0.873 2.644 1.860
59 C 0.618 3.193 3.093
60 N -0.605 3.276 3.625
61 H -3.557 2.228 2.940
62 H -2.956 3.033 4.347
63 H -2.184 1.889 0.998
64 H 1.874 2.567 1.455
65 H 1.437 3.575 3.693

Cartesian forces (eV/Å) of the 3 atoms listed first:
Pb -0.09 -0.38 0.18
C 0.03 -0.14 0.03
C 0.03 0.09 -0.05

* calculated total energy: -12531.757815 hartree
* HOMO level: -0.089 hartree
* HOMO-LUMO gap: 6.166 eV
* energy above the lowest of the compared OMol25 structures with the same formula, charge and spin: 13.5 kcal per mole
* 2S+1: 1
* charge: -2